The following is a DFT calculation (ωB97M-V/def2-TZVPD) of a cluster of 4 separate species, C35H75N3O3P in total.

Its net charge is 0. For the total energy, the calculation gives -2109.65576 Ha. As for the spin multiplicity: 4.

Geometry (Å):
C (-6.6413, 0.2711, 1.4848)
C (-5.9243, -0.6467, 0.4997)
C (-6.5347, -2.0322, 0.3146)
C (-8.0458, -2.0180, 0.1451)
P (-5.7557, -2.8300, -1.2283)
C (-4.9679, -3.5918, -2.7740)
C (-3.7455, -4.4583, -2.4884)
C (-2.8820, -4.6988, -3.7335)
C (-4.1580, -5.7868, -1.8372)
H (-6.1264, 1.2301, 1.5529)
H (-6.6691, -0.1628, 2.4873)
H (-7.6681, 0.4744, 1.1835)
H (-4.8859, -0.7615, 0.8244)
H (-5.8769, -0.1452, -0.4780)
H (-6.2539, -2.6755, 1.1584)
H (-8.3596, -1.1809, -0.4834)
H (-8.4028, -2.9321, -0.3424)
H (-8.5773, -1.9294, 1.0933)
H (-4.4422, -2.5496, -0.7168)
H (-6.3742, -1.8162, -2.0271)
H (-6.4445, -4.0517, -0.9244)
H (-5.7339, -4.1798, -3.2945)
H (-4.7021, -2.7516, -3.4244)
H (-3.1342, -3.9211, -1.7514)
H (-3.0005, -3.9007, -4.4670)
H (-1.8234, -4.7626, -3.4773)
H (-3.1545, -5.6349, -4.2248)
H (-4.3362, -5.6799, -0.7658)
H (-5.0755, -6.1694, -2.2899)
H (-3.3853, -6.5465, -1.9604)
C (3.4596, -1.1047, -2.0528)
C (2.8465, -1.1303, -3.4622)
C (1.4554, -1.7865, -3.4824)
C (1.4906, -3.2978, -3.3021)
C (2.3744, -3.9418, -4.3645)
C (3.8042, -3.3832, -4.3665)
N (3.7065, -1.8777, -4.4478)
O (3.6552, -1.4217, -5.6457)
C (4.5698, -3.8735, -3.1352)
C (4.5612, -3.8605, -5.6017)
C (2.7204, 0.3139, -3.9365)
H (2.6818, -1.1761, -1.2910)
H (4.1794, -1.8912, -1.8689)
H (3.9775, -0.1581, -1.8910)
H (0.9888, -1.5568, -4.4453)
H (0.8473, -1.3137, -2.7071)
H (1.8373, -3.5560, -2.2969)
H (0.4767, -3.6946, -3.3881)
H (2.4313, -5.0248, -4.2223)
H (1.9351, -3.7665, -5.3511)
H (5.5069, -3.3285, -3.0146)
H (4.8093, -4.9266, -3.2886)
H (4.0007, -3.8049, -2.2117)
H (4.0308, -3.6155, -6.5169)
H (4.6809, -4.9434, -5.5365)
H (5.5497, -3.4024, -5.6476)
H (3.7057, 0.7671, -4.0470)
H (2.1665, 0.8677, -3.1748)
H (2.1986, 0.3885, -4.8864)
C (-0.8832, 4.0037, 5.0323)
C (-1.3808, 4.2161, 3.5921)
C (-2.8059, 4.7935, 3.5405)
C (-3.8886, 3.7926, 3.9253)
C (-3.8022, 2.5529, 3.0412)
C (-2.4277, 1.8784, 3.0918)
N (-1.3902, 2.9346, 2.7999)
O (-1.1463, 3.0842, 1.5522)
C (-2.2218, 1.1812, 4.4389)
C (-2.3182, 0.8153, 2.0024)
C (-0.4222, 5.1877, 2.9115)
H (-1.4305, 4.6474, 5.7229)
H (-0.9747, 2.9849, 5.3820)
H (0.1729, 4.2668, 5.0993)
H (-2.9914, 5.1350, 2.5176)
H (-2.8387, 5.6754, 4.1856)
H (-3.8075, 3.5242, 4.9830)
H (-4.8689, 4.2566, 3.8009)
H (-4.5538, 1.8128, 3.3296)
H (-4.0110, 2.8383, 2.0054)
H (-1.1826, 0.8748, 4.5654)
H (-2.8412, 0.2833, 4.4479)
H (-2.5201, 1.7836, 5.2932)
H (-2.5373, 1.2227, 1.0198)
H (-3.0316, 0.0198, 2.2262)
H (-1.3146, 0.3889, 1.9785)
H (0.5716, 4.7467, 2.8280)
H (-0.3548, 6.0842, 3.5325)
H (-0.7599, 5.4653, 1.9169)
C (4.3993, 3.9369, 0.0676)
C (3.6205, 3.0195, 1.0265)
C (3.8148, 3.4151, 2.4997)
C (5.1983, 3.0851, 3.0429)
C (5.5010, 1.6008, 2.8672)
C (5.3875, 1.1380, 1.4082)
N (4.0353, 1.5766, 0.8948)
O (3.0938, 0.7371, 1.1303)
C (6.5512, 1.6854, 0.5791)
C (5.4394, -0.3849, 1.3271)
C (2.1425, 3.1241, 0.6729)
H (4.6024, 4.8983, 0.5421)
H (5.3419, 3.5253, -0.2681)
H (3.8015, 4.1267, -0.8241)
H (3.0640, 2.8815, 3.0916)
H (3.6011, 4.4833, 2.5937)
H (5.9596, 3.6983, 2.5512)
H (5.2399, 3.3382, 4.1043)
H (6.5070, 1.3615, 3.2235)
H (4.7963, 1.0182, 3.4682)
H (6.3752, 1.5381, -0.4874)
H (7.4481, 1.1280, 0.8525)
H (6.7596, 2.7369, 0.7600)
H (4.6857, -0.8464, 1.9579)
H (6.4281, -0.7148, 1.6513)
H (5.2790, -0.7207, 0.3020)
H (1.9561, 2.7471, -0.3332)
H (1.8582, 4.1787, 0.7020)
H (1.5080, 2.5751, 1.3620)

Atomic forces in eV per Å
C 0.07 0.02 0.06
C -0.01 -0.02 0.06
C 0.06 0.07 -0.04
C -0.04 -0.02 -0.05
P 0.09 0.01 0.10
C -0.02 -0.03 0.01
C -0.06 -0.08 0.10
C -0.07 -0.02 -0.06
C 0.06 0.03 0.05
H -0.01 0.02 0.02
H 0.00 -0.03 -0.01
H -0.05 -0.03 -0.03
H 0.04 0.01 -0.07
H -0.06 0.01 0.00
H -0.03 -0.03 0.00
H 0.01 0.02 -0.06
H 0.00 -0.03 0.07
H 0.00 0.04 0.01
H 0.00 -0.01 0.04
H -0.10 -0.06 -0.06
H 0.00 0.02 -0.03
H -0.03 0.06 -0.05
H 0.07 0.03 0.02
H 0.07 0.08 -0.09
H 0.06 0.05 0.03
H 0.02 -0.08 0.02
H -0.06 0.01 -0.04
H -0.09 0.02 0.00
H 0.03 -0.04 -0.04
H 0.06 0.01 0.03
C 0.06 0.03 0.06
C 0.05 0.00 -0.09
C -0.01 0.02 0.02
C 0.00 -0.01 0.02
C 0.01 -0.05 0.00
C 0.02 0.13 -0.06
N -0.25 -0.03 -0.18
O 0.16 -0.03 0.29
C 0.03 0.03 0.00
C -0.04 -0.04 0.01
C -0.05 -0.02 0.03
H 0.01 0.04 0.01
H -0.01 -0.04 -0.01
H 0.01 -0.01 0.00
H 0.03 0.00 -0.02
H -0.02 -0.01 -0.02
H 0.02 0.01 -0.01
H 0.00 -0.01 0.04
H -0.03 0.00 -0.01
H 0.02 0.02 -0.01
H 0.00 -0.01 0.00
H 0.01 0.01 0.01
H -0.01 0.00 0.00
H 0.00 0.01 0.00
H 0.00 0.01 -0.01
H 0.00 -0.01 0.00
H 0.00 0.00 0.00
H 0.01 0.00 -0.01
H 0.00 0.00 -0.01
C 0.03 -0.02 -0.01
C 0.02 -0.08 -0.09
C 0.01 0.03 0.02
C 0.04 0.00 0.01
C -0.11 -0.02 0.04
C 0.13 -0.02 -0.06
N -0.21 0.10 -0.12
O 0.15 0.00 0.17
C 0.05 0.01 0.00
C -0.05 0.00 0.02
C -0.05 0.04 0.02
H 0.02 0.02 -0.01
H -0.04 -0.02 0.02
H 0.00 -0.02 0.01
H 0.02 -0.03 -0.01
H -0.03 0.00 -0.02
H 0.03 -0.01 -0.01
H -0.01 0.00 0.04
H -0.02 0.03 0.00
H 0.04 -0.01 -0.01
H 0.00 -0.01 0.00
H 0.01 0.00 0.01
H -0.01 0.01 0.01
H 0.00 0.00 -0.01
H 0.01 0.01 0.00
H 0.00 0.00 0.00
H 0.00 -0.01 0.00
H 0.01 -0.01 -0.01
H 0.00 0.00 -0.01
C 0.01 -0.04 -0.06
C -0.03 -0.10 -0.07
C -0.03 0.02 0.00
C 0.02 0.01 0.00
C 0.05 -0.02 0.01
C -0.14 -0.02 -0.07
N -0.12 -0.08 0.33
O 0.22 0.14 -0.24
C 0.01 -0.01 -0.03
C 0.02 0.03 0.05
C -0.04 0.03 0.07
H -0.02 0.01 -0.01
H -0.01 0.04 0.01
H 0.01 -0.01 -0.01
H 0.00 -0.03 -0.03
H 0.00 -0.01 0.03
H -0.01 -0.01 -0.03
H 0.03 0.02 0.00
H -0.02 0.01 0.03
H -0.02 -0.01 -0.03
H 0.01 0.00 0.00
H 0.01 0.01 -0.01
H 0.02 -0.02 0.01
H -0.01 0.00 -0.01
H -0.01 0.00 0.00
H 0.01 0.00 0.00
H 0.02 -0.01 0.00
H 0.00 -0.01 -0.02
H -0.01 0.01 0.00



The following is a DFT calculation (ωB97M-V/def2-TZVPD) of a structure of composition C35H77BaF5N12O2S3SbTe at a distorted geometry.

Its net charge is +1. The relative energy (zero: lowest compared OMol25 entry of this formula, charge and spin) is 342.9 kJ/mol.

Geometry (Å):
Ba (0.4058, -0.1577, -1.2807)
C (0.7783, -6.1542, -3.1750)
N (0.3799, -5.1980, -2.1789)
C (-0.2991, -5.7357, -1.0257)
C (0.2035, -3.8554, -2.5020)
N (0.6167, -2.8732, -1.7740)
C (1.5999, -3.1580, -0.7191)
C (0.9963, -3.0530, 0.6905)
N (0.5479, -1.6993, 1.0529)
C (-0.7086, -1.6669, 1.8219)
C (-1.8482, -2.4997, 1.2803)
N (-2.2318, -2.0204, -0.0315)
C (-3.4264, -2.2071, -0.4639)
N (-3.8032, -1.5648, -1.6019)
C (-4.8894, -2.0178, -2.4293)
C (-2.9138, -0.6126, -2.2163)
N (-4.4191, -2.9971, 0.1431)
C (-5.7397, -2.4908, 0.4101)
C (-4.2392, -4.4157, 0.2945)
C (1.5395, -0.9649, 1.8631)
C (2.9807, -0.9931, 1.3779)
N (3.1724, -0.2523, 0.1409)
C (4.3995, -0.0202, -0.2041)
N (4.6821, 0.9431, -1.1258)
C (5.8941, 0.9646, -1.8966)
C (3.7716, 2.0152, -1.3872)
N (5.4968, -0.6885, 0.3255)
C (5.5814, -2.1253, 0.2415)
C (6.6737, 0.0016, 0.7834)
N (-0.4045, -3.6312, -3.7090)
C (-1.5074, -4.4447, -4.1456)
C (-0.2643, -2.3600, -4.3627)
H (1.4745, -6.8698, -2.7341)
H (1.2836, -5.6467, -3.9928)
H (-0.0667, -6.7211, -3.5851)
H (-1.0508, -6.4787, -1.3312)
H (-0.8178, -4.9356, -0.5054)
H (0.3875, -6.2249, -0.3243)
H (2.4255, -2.4418, -0.8180)
H (1.9809, -4.1838, -0.8397)
H (1.7128, -3.4414, 1.4231)
H (0.1440, -3.7168, 0.7123)
H (-1.0508, -0.6334, 1.8726)
H (-0.5100, -1.9992, 2.8521)
H (-2.6642, -2.4303, 2.0111)
H (-1.5826, -3.5641, 1.2741)
H (-5.1713, -3.0350, -2.1744)
H (-4.5627, -2.0104, -3.4714)
H (-5.7699, -1.3783, -2.3488)
H (-2.1115, -0.3506, -1.5282)
H (-3.4522, 0.2912, -2.5112)
H (-2.4571, -1.0341, -3.1249)
H (-5.7802, -1.4318, 0.1878)
H (-5.9851, -2.6150, 1.4699)
H (-6.5070, -3.0024, -0.1800)
H (-3.2794, -4.7150, -0.1163)
H (-5.0205, -4.9573, -0.2533)
H (-4.2798, -4.7325, 1.3414)
H (1.5325, -1.3890, 2.8812)
H (1.2173, 0.0755, 1.9404)
H (3.3068, -2.0322, 1.3008)
H (3.5892, -0.5574, 2.1868)
H (6.3802, -0.0089, -1.8704)
H (6.6007, 1.7245, -1.5480)
H (5.6490, 1.2002, -2.9355)
H (4.2667, 2.9727, -1.2205)
H (2.9181, 1.9335, -0.7329)
H (3.4050, 1.9905, -2.4140)
H (4.7126, -2.5160, -0.2834)
H (5.6334, -2.6009, 1.2274)
H (6.4759, -2.4191, -0.3225)
H (7.5478, -0.1986, 0.1542)
H (6.9180, -0.3081, 1.8041)
H (6.4954, 1.0740, 0.7933)
H (-1.3100, -4.8904, -5.1265)
H (-2.4149, -3.8427, -4.2242)
H (-1.6942, -5.2384, -3.4315)
H (-0.4239, -2.4963, -5.4343)
H (0.7395, -1.9907, -4.2004)
H (-0.9792, -1.6055, -4.0050)
C (-3.7032, 1.7775, -0.2322)
C (-4.5588, 1.5010, 0.9918)
S (-3.9165, 0.2929, 2.1902)
C (-3.8931, 1.2611, 3.7265)
C (-2.5220, 1.5661, 4.3131)
S (-1.2226, 2.1428, 3.1913)
C (-2.0203, 3.5339, 2.3432)
C (-1.7457, 3.5461, 0.8543)
S (-1.9268, 1.9300, 0.0628)
H (-4.0405, 2.6887, -0.7309)
H (-3.7741, 0.9612, -0.9561)
H (-4.7568, 2.4300, 1.5237)
H (-5.5243, 1.1445, 0.6203)
H (-4.4547, 2.1777, 3.5529)
H (-4.4584, 0.7001, 4.4759)
H (-2.6512, 2.2664, 5.1410)
H (-2.0899, 0.6557, 4.7335)
H (-3.0904, 3.4978, 2.5260)
H (-1.6484, 4.4796, 2.7523)
H (-2.3993, 4.2490, 0.3283)
H (-0.7126, 3.8261, 0.6459)
F (-0.9941, 3.0121, -4.1894)
Te (-0.8223, 2.4452, -2.3907)
F (-0.4085, 4.1786, -1.7878)
F (-2.6338, 3.0894, -2.4304)
F (0.5458, 2.0514, -0.8203)
F (0.9734, 2.3842, -3.0360)
O (-1.1624, 0.6830, -2.6966)
N (2.2439, -0.3971, -3.1071)
C (2.6534, -0.0993, -4.1390)
N (2.9976, 0.2625, -5.3271)
C (4.3819, 0.3079, -5.7746)
C (4.6043, 1.6310, -6.5080)
O (3.6606, 1.7985, -7.5336)
C (2.3504, 1.8589, -7.0141)
C (1.9844, 0.5412, -6.3363)
H (4.5681, -0.5385, -6.4482)
H (5.0376, 0.2178, -4.9064)
H (5.5886, 1.6414, -6.9822)
H (4.5402, 2.4700, -5.7985)
H (1.6832, 2.0548, -7.8555)
H (2.2698, 2.6862, -6.2933)
H (1.9813, -0.2794, -7.0659)
H (1.0077, 0.6019, -5.8497)
C (1.6878, 4.8544, 3.2018)
Sb (2.1112, 3.3193, 1.7599)
C (2.2946, 4.7256, 0.1436)
C (4.2070, 3.1821, 2.1975)
H (2.5607, 5.4725, 3.3642)
H (1.3717, 4.4208, 4.1421)
H (0.8901, 5.4848, 2.8235)
H (3.2254, 5.2703, 0.2390)
H (1.4735, 5.4336, 0.1965)
H (2.2466, 4.2340, -0.8168)
H (4.6752, 4.1494, 2.0701)
H (4.6680, 2.4685, 1.5276)
H (4.3529, 2.8439, 3.2114)

Atomic forces in eV per Å
Ba 2.65 -5.00 2.47
C 0.03 -0.20 -0.23
N -0.09 0.13 0.18
C -0.04 -0.19 0.20
C 0.13 0.18 0.11
N 0.22 -0.51 -0.07
C -0.41 -0.24 0.01
C 0.04 0.13 -0.08
N 0.16 -0.15 0.09
C 0.12 -0.38 0.07
C -0.38 0.00 -0.11
N 0.36 -0.43 0.24
C -0.06 -0.22 0.38
N -0.43 0.36 -0.22
C -0.13 -0.17 -0.19
C -0.57 -0.99 0.18
N 0.56 0.32 -0.09
C -0.08 -0.03 0.10
C 0.09 -0.12 0.12
C 0.18 -0.19 -0.03
C 0.02 0.11 0.13
N -0.02 -0.11 -0.06
C -0.19 -0.07 0.04
N 0.16 -0.10 0.25
C 0.21 -0.14 -0.13
C -0.16 0.32 -0.19
N -0.25 -0.03 -0.11
C 0.01 -0.17 0.08
C 0.19 0.10 0.06
N 0.25 0.07 0.19
C -0.17 -0.19 -0.21
C -0.08 0.24 -0.13
H 0.03 -0.02 0.01
H 0.01 0.00 -0.03
H 0.02 -0.04 -0.02
H 0.07 0.04 0.01
H -0.04 0.02 0.03
H -0.03 0.03 -0.05
H -0.06 -0.10 -0.07
H 0.16 0.27 0.08
H 0.05 -0.02 0.06
H -0.01 -0.04 0.10
H 0.04 0.19 0.04
H -0.03 0.01 0.11
H -0.11 0.07 -0.07
H -0.05 0.05 -0.07
H -0.07 -0.05 0.02
H -0.05 -0.02 -0.04
H -0.10 0.04 -0.03
H -1.47 -0.67 0.00
H 0.07 -0.22 -0.22
H -0.28 0.05 0.36
H -0.03 0.20 -0.05
H -0.01 -0.01 -0.04
H -0.05 -0.02 -0.05
H 0.13 -0.02 -0.02
H 0.01 -0.02 0.02
H -0.01 -0.01 0.02
H 0.05 0.08 0.01
H -0.10 0.10 0.04
H 0.01 -0.09 0.00
H -0.07 -0.06 -0.11
H 0.02 0.05 -0.02
H 0.02 0.01 0.00
H 0.00 0.00 -0.02
H 0.05 0.14 0.00
H -0.15 0.00 0.13
H -0.04 0.01 -0.07
H -0.01 -0.02 -0.03
H 0.02 0.02 -0.01
H -0.04 0.02 0.04
H 0.03 0.00 -0.01
H -0.01 0.00 -0.02
H 0.01 0.03 0.02
H -0.04 0.01 0.05
H -0.10 0.06 0.01
H -0.06 -0.08 0.03
H -0.02 0.01 -0.01
H 0.14 0.11 0.05
H 0.19 -0.13 -0.11
C 0.01 0.08 -0.16
C -0.20 0.07 0.12
S -0.02 -0.05 -0.05
C -0.19 -0.01 0.01
C 0.16 -0.02 0.03
S 0.00 -0.01 0.14
C 0.01 0.19 0.34
C 0.07 -0.01 -0.36
S -0.18 0.00 -0.12
H 0.00 -0.14 0.06
H -0.05 0.33 0.46
H -0.02 -0.02 0.06
H 0.05 0.03 0.10
H -0.03 0.01 -0.02
H 0.03 0.05 -0.08
H 0.04 0.00 -0.01
H 0.03 0.02 0.00
H -0.05 -0.02 0.08
H -0.10 -0.12 0.00
H 0.12 -0.04 0.05
H -0.01 -0.03 -0.01
F -0.09 -0.05 0.51
Te -0.27 2.27 -1.51
F -0.34 -0.52 -0.22
F 0.45 -0.20 0.03
F -0.62 2.40 0.52
F -0.02 -0.12 -0.32
O 0.15 3.57 -2.17
N 0.47 -0.47 0.48
C -0.14 0.06 -0.06
N 0.37 0.21 -0.62
C 0.29 0.09 -0.14
C 0.38 -0.14 0.16
O -0.05 -0.03 -0.20
C -0.36 -0.03 -0.02
C -0.24 0.20 -0.29
H 0.02 0.13 0.04
H -0.03 0.02 -0.11
H -0.08 -0.01 0.11
H 0.01 -0.10 0.00
H 0.05 -0.03 0.10
H -0.05 -0.11 -0.03
H -0.05 0.15 0.03
H 0.10 0.04 -0.07
C 0.02 -0.13 -0.07
Sb -0.09 -0.02 0.02
C -0.08 -0.07 0.16
C -0.20 0.06 -0.18
H 0.22 0.16 0.04
H -0.05 -0.09 0.19
H -0.18 0.10 -0.07
H 0.22 0.14 0.01
H -0.14 0.11 0.03
H -0.01 -0.12 -0.21
H 0.11 0.23 -0.01
H 0.13 -0.20 -0.20
H 0.03 -0.12 0.36